(1)
ORCA calculation (the ωB97M-V functional and the def2-TZVPD basis) on 2 unconnected molecules or ions with the total composition C3H5ClNO at a distorted geometry.

Last column: natural (NBO) charge in e.
CARTESIAN COORDINATES (ANGSTROEM)
C (-1.066, 1.082, -0.949)  0.004
C (2.465, -0.535, -0.129)  0.719
C (-0.854, -0.494, 0.833)  -0.475
N (-0.316, 0.463, -0.107)  -0.491
O (2.019, -1.413, -0.684)  -0.207
Cl (3.207, 0.646, 0.541)  0.463
H (-2.061, 1.027, -1.182)  0.179
H (-0.477, 1.614, -1.815)  0.171
H (-0.619, -1.620, 0.499)  0.212
H (-1.869, -0.303, 1.199)  0.218
H (-0.428, -0.467, 1.793)  0.206

Properties
Calculated total energy   -707.093860 hartree
Charge   +1
HOMO-LUMO gap   7.786 eV
LUMO level   -0.21646 Ha
ΔE to the lowest compared entry with this formula, charge and spin   200.6 kJ/mol



(2)
ORCA calculation (the ωB97M-V functional and the def2-TZVPD basis) on 2 unconnected molecules or ions with the total composition C2H9NO at a distorted geometry.

Last column: natural (NBO) charge in e.
CARTESIAN COORDINATES (ANGSTROEM)
C (1.112, -1.407, 1.059)  -0.413
N (0.366, -0.897, -0.095)  -0.605
C (1.115, 0.201, -0.770)  -0.425
H (1.257, -0.604, 1.765)  0.192
H (0.539, -2.183, 1.546)  0.196
H (2.073, -1.860, 0.779)  0.159
H (0.380, -1.627, -0.792)  0.342
H (0.528, 1.101, -0.951)  0.190
H (1.488, -0.148, -1.740)  0.180
H (2.040, 0.477, -0.277)  0.182
H (-1.927, 2.361, -0.799)  0.466
H (-2.829, 2.230, 0.442)  0.467
O (-2.356, 1.710, -0.214)  -0.932

Properties
Calculated total energy   -211.555849 hartree
HOMO-LUMO gap   9.789 eV
LUMO level   0.03635 Ha
ΔE to the lowest compared entry with this formula, charge and spin   76.7 kJ/mol
SMILES string   CNC.O